37
Properties=species:S:1:pos:R:3:mulliken_charge:R:1 method="wB97M-V/def2-TZVPD" largest_force_ha_per_bohr=0.0241 e_tot_ha=-1129.0762 homo_lumo_gap_ha=0.351 smiles="N[P@@](=O)(OCCCc1ccccc1)c1ccccc1" e_lumo_ha=0.02768 de_lowest_kcal_mol=2.2
H -2.117 0.686 -2.389 0.4318
C -3.816 -0.031 1.834 -0.7585
H 3.391 0.807 -1.557 0.4003
H 4.480 -2.397 2.036 0.3828
H -4.073 -1.116 -1.843 0.3873
H -6.117 -0.687 -0.545 0.3660
P 1.417 1.131 0.575 0.9349
H 2.501 -0.899 2.235 0.4284
C -1.196 0.313 -1.938 -0.7022
C 4.742 -0.725 -0.892 -0.6469
H 2.709 3.009 0.158 0.2652
C -3.999 -0.808 -0.808 -0.3789
H -3.740 0.273 2.868 0.3974
C 5.043 -1.624 0.120 -0.3606
C -2.665 -0.274 1.104 -0.1589
O 0.474 0.779 1.638 -0.7498
O 0.828 1.117 -0.920 -0.3200
H 2.121 2.957 1.724 0.2892
C -5.149 -0.568 -0.080 -0.5707
C -2.745 -0.663 -0.226 0.4651
H 5.901 -2.273 0.025 0.3811
C 4.245 -1.694 1.250 -0.5622
H -0.514 0.018 -2.738 0.3781
H -0.561 2.375 -1.727 0.3107
H -1.653 -1.775 -1.680 0.3984
C -1.507 -0.897 -1.047 -1.0412
H 5.365 -0.677 -1.773 0.3720
H -1.698 -0.157 1.570 0.4480
C -5.060 -0.176 1.246 -0.3796
H -1.051 1.599 -0.200 0.4115
H -0.651 -1.082 -0.395 0.3366
C -0.537 1.443 -1.153 -0.6154
C 3.146 -0.862 1.370 -0.4082
H -5.958 0.012 1.817 0.3724
C 2.847 0.035 0.357 0.4783
C 3.645 0.108 -0.774 -0.4283
N 1.953 2.718 0.759 -0.5541


42
Properties=species:S:1:pos:R:3:mulliken_charge:R:1 method="wB97M-V/def2-TZVPD" largest_force_ha_per_bohr=0.0646 e_tot_ha=-2962.8285 homo_lumo_gap_ha="0.203 / 0.204" charge=-2 e_lumo_ha="0.15842 / 0.15880" de_lowest_kcal_mol=84.9
H -1.609 3.110 -3.079 0.3372
C 0.126 3.004 1.893 -0.6800
H -1.697 -1.053 0.490 0.1819
S 3.149 -0.967 -2.006 -0.5552
C -1.483 -1.685 1.347 -0.1845
H -0.912 1.697 -5.229 0.2916
C 0.982 3.327 2.935 -0.3454
C 0.786 1.283 -2.838 -0.3878
H 1.450 0.936 -3.665 0.7164
H 2.541 2.619 4.221 0.3382
C -0.920 -3.331 3.485 -0.4524
H 0.951 4.315 3.379 0.3464
C 1.879 2.378 3.395 -0.5002
C -1.444 2.186 -2.504 -0.9837
S 1.910 -4.550 -2.785 -0.7821
C 0.185 1.751 1.318 0.2246
H -2.402 1.694 -2.328 0.3052
C 1.939 1.133 2.797 -0.3902
H 2.491 -1.512 1.394 -0.3008
H 2.651 0.403 3.156 0.2802
N -0.549 1.300 -3.198 0.5788
H -1.984 0.489 -4.447 0.2792
H 1.131 -2.887 3.081 0.2827
S -0.833 -1.926 -2.155 -0.5754
C 1.104 0.797 1.740 0.1804
Pd 0.819 -0.317 -1.438 0.1586
Sb 1.399 -2.339 -3.074 0.8779
H -3.047 -3.587 3.665 0.3319
O 1.217 1.928 -1.864 -0.6158
S 1.294 -1.785 -5.301 -0.7967
C -0.963 0.869 -4.507 -0.6860
C -2.238 -3.119 3.114 -0.3134
H -0.694 -3.974 4.327 0.3423
H -0.569 3.745 1.516 0.3491
C -2.514 -2.304 2.028 -0.7388
H -3.539 -2.154 1.712 0.3539
Si 1.234 -0.892 0.824 0.5113
C 0.105 -2.716 2.788 -0.3964
H -0.322 0.058 -4.864 0.0081
H -0.981 2.450 -1.553 0.1652
C -0.158 -1.866 1.722 0.2237
H -0.489 1.494 0.505 0.0201


34
Properties=species:S:1:pos:R:3:mulliken_charge:R:1 method="wB97M-V/def2-TZVPD" largest_force_ha_per_bohr=0.0272 e_tot_ha=-657.5786 homo_lumo_gap_ha=0.340 smiles=CCc1ccc(O)cc1.Cc1ccccc1 e_lumo_ha=0.02976 de_lowest_kcal_mol=24.1
C 3.762 -0.061 1.722 -0.3463
H -4.405 0.911 1.510 0.3207
H -2.139 0.914 2.940 0.4235
C 4.318 -1.362 -1.749 -1.4856
H -3.383 -1.605 -1.797 0.3642
C -4.127 0.277 2.350 -1.1479
H 4.417 -2.441 -1.645 0.3439
C 2.043 0.812 0.314 -0.0410
H -2.373 -0.669 3.087 0.3809
H -4.443 0.728 3.283 0.3656
C -2.593 0.108 2.364 -0.8264
H 3.779 -1.253 -2.698 0.3586
H -0.885 1.705 0.815 0.4821
H 1.999 0.102 -1.715 0.3355
C 3.653 -0.693 -0.587 1.0678
H 4.198 -0.122 2.713 0.3622
H 1.223 1.496 0.143 0.3874
C 2.516 0.069 -0.766 -0.7681
C -2.862 -0.870 -1.198 -0.5545
C 4.263 -0.798 0.664 -0.5801
H 5.269 -0.893 -1.996 0.3077
O -2.470 0.469 -3.156 -0.5612
H -2.375 -0.391 -3.595 0.3119
C -1.525 1.045 0.298 -0.4450
C -2.658 -1.064 0.171 -0.5711
H -4.649 -0.674 2.263 0.3084
C -2.292 0.241 -1.792 0.7113
C -1.576 1.193 -1.084 -0.6393
H 5.070 -1.515 0.707 0.4003
H 2.426 1.528 2.278 0.3926
C 2.720 0.826 1.516 -0.7756
C -2.095 -0.045 0.943 0.1812
H -1.223 2.068 -1.609 0.4416
H -2.873 -2.047 0.557 0.4948


34
Properties=species:S:1:pos:R:3:mulliken_charge:R:1 method="wB97M-V/def2-TZVPD" largest_force_ha_per_bohr=0.0380 e_tot_ha=-657.5859 homo_lumo_gap_ha=0.342 smiles=CCc1ccc(O)cc1.Cc1ccccc1 e_lumo_ha=0.03198 de_lowest_kcal_mol=19.5
C -0.126 -0.331 -2.002 0.0521
C -0.081 3.254 3.091 -0.4875
H 4.119 -2.178 -2.554 0.2819
H 2.286 -0.802 -3.274 0.3451
C 0.113 2.969 1.743 -0.6729
C -0.872 2.235 1.079 -0.1311
H -3.277 2.257 3.464 0.3465
C 1.916 -2.836 -0.018 -0.7026
C -1.359 3.119 3.628 -0.4676
C -3.053 0.986 1.018 -1.2178
C 0.936 -1.973 -0.431 -0.2309
C 1.043 -1.211 -1.602 0.0669
H -3.708 1.524 0.336 0.2975
C -2.318 2.369 2.976 -0.4484
H -3.722 0.537 1.761 0.3755
H -2.658 0.076 0.566 0.2201
H 1.762 -3.540 0.786 0.4004
H 0.703 3.845 3.544 0.3442
C 3.210 -2.240 -1.966 -0.6800
H 0.276 0.473 -2.620 0.5327
H -1.500 3.523 4.615 0.3523
H -0.899 -2.134 -3.003 0.3499
H -2.115 -1.184 -2.257 0.3281
H -0.030 -1.860 0.053 0.3507
O 3.910 -3.970 -0.401 -0.5174
H -0.446 0.122 -1.064 -0.5256
C 3.076 -2.940 -0.801 0.8878
H 4.739 -3.883 -0.836 0.2772
H 1.122 3.018 1.351 0.3385
C 2.185 -1.364 -2.352 -0.3817
H -0.717 1.962 0.041 0.3772
C -1.195 -1.102 -2.824 -1.1819
H -1.280 -0.577 -3.753 0.3348
C -2.040 1.854 1.706 0.7860


40
Properties=species:S:1:pos:R:3:mulliken_charge:R:1 method="wB97M-V/def2-TZVPD" largest_force_ha_per_bohr=0.0162 e_tot_ha=-3193.9391 homo_lumo_gap_ha=0.295 e_lumo_ha=0.02167 de_lowest_kcal_mol=11.0
H 3.762 -3.447 -1.178 0.3653
H 4.059 -0.608 0.300 0.3365
H 0.298 -3.479 1.360 0.3180
C 3.441 -1.119 1.035 -1.0685
O -0.573 2.435 2.835 -0.7790
C 3.313 3.341 -0.096 -0.5433
N -0.519 0.593 1.449 -0.2294
C -2.341 -2.344 -0.751 -0.3616
C 3.049 -3.693 -0.394 -1.1413
N 1.417 1.887 -0.060 -0.3090
H -1.882 -2.536 -1.713 0.4139
C -3.404 -3.102 -0.310 -0.6270
C -1.744 0.090 1.984 -0.7942
H -1.637 -0.259 3.020 0.3267
C -0.110 1.759 1.902 0.2564
H -2.508 0.878 2.037 0.5102
C 1.116 2.318 1.173 0.3969
H 4.173 3.717 -0.634 0.3927
C 2.997 3.793 1.178 -0.2873
C -2.320 -1.055 1.163 0.5774
C 2.490 2.395 -0.677 -0.3388
As 2.035 -2.116 0.125 0.4591
H -3.786 -1.525 2.653 0.3958
H 2.963 -0.371 1.669 0.2723
H -3.798 -3.901 -0.923 0.3883
C 1.128 -2.851 1.685 -1.0742
H 3.617 4.536 1.667 0.4153
H 2.370 -4.460 -0.760 0.3553
H 2.688 2.022 -1.675 0.4347
C -3.942 -2.807 0.937 -0.2806
H 1.562 3.612 2.793 0.4434
H -4.777 -3.378 1.326 0.4103
H 3.577 -4.057 0.487 0.3460
C -3.396 -1.780 1.675 -0.7150
N -1.809 -1.342 -0.036 -0.1984
Au 0.395 -0.261 -0.437 0.2601
H 4.063 -1.774 1.646 0.4144
C 1.878 3.284 1.813 -0.4354
H 0.730 -2.015 2.261 0.2502
H 1.812 -3.438 2.297 0.4439